This record from the OMol25 dataset describes one molecule with the formula C4H8O2 in a non-equilibrium geometry. The level of theory is the ωB97M-V functional and the def2-TZVPD basis.

## Properties
LUMO   0.0365 Ha
HOMO level   -10.68 eV
Gap between HOMO and LUMO   11.676 eV
Energy   -8372.6071 eV

Geometry as ORCA input:
```
! RIJCOSX wB97M-V def2-TZVPD def2/J DEFGRID3
* xyz 0 1
C -0.746 -1.102 -0.818
C 0.047 0.086 -0.308
C 1.540 -0.202 -0.270
O -0.310 0.273 1.070
C -0.933 1.367 1.503
O -1.504 2.181 0.825
H -0.402 -1.374 -1.822
H -0.613 -1.959 -0.146
H -1.804 -0.836 -0.848
H -0.179 0.980 -0.926
H 2.086 0.413 0.448
H 1.903 0.119 -1.254
H 1.840 -1.242 -0.057
H -0.924 1.296 2.604
*
```


This record from the OMol25 dataset describes one molecule with the formula C4H8O2. The level of theory is the ωB97M-V functional and the def2-TZVPD basis.

## Properties
LUMO   0.0349 Ha
HOMO level   -10.20 eV
Gap between HOMO and LUMO   11.147 eV
Energy   -8371.3401 eV

Geometry as ORCA input:
```
! RIJCOSX wB97M-V def2-TZVPD def2/J DEFGRID3
* xyz 0 1
C -1.523 -0.593 0.160
C -0.160 0.061 0.038
C 1.049 -0.862 -0.041
O 2.229 -0.145 0.198
C -0.022 1.412 -0.503
O 0.107 1.177 0.903
H -1.439 -1.680 0.272
H -2.145 -0.394 -0.718
H -2.033 -0.196 1.042
H 1.105 -1.316 -1.037
H 0.912 -1.684 0.681
H 1.949 0.563 0.808
H -0.921 1.969 -0.768
H 0.891 1.688 -1.033
*
```


This record from the OMol25 dataset describes one molecule with the formula C4H8O2 in a non-equilibrium geometry. The level of theory is the ωB97M-V functional and the def2-TZVPD basis.

## Properties
LUMO   0.0279 Ha
HOMO level   -9.81 eV
Gap between HOMO and LUMO   10.564 eV
Energy   -8372.2539 eV

Geometry as ORCA input:
```
! RIJCOSX wB97M-V def2-TZVPD def2/J DEFGRID3
* xyz 0 1
C -0.778 -0.947 -0.832
C -0.042 -0.071 0.218
C -0.012 1.395 -0.226
C 1.344 -0.632 0.444
H -0.793 -2.014 -0.484
H -0.243 -0.901 -1.784
H -1.799 -0.575 -0.941
H 0.381 1.992 0.606
H -1.066 1.672 -0.405
H 0.599 1.584 -1.104
H -0.547 0.458 2.005
H 1.378 -1.586 1.041
O -0.797 -0.253 1.409
O 2.377 -0.121 0.055
*
```


This record from the OMol25 dataset describes one molecule with the formula C4H8O2 in a non-equilibrium geometry. The level of theory is the ωB97M-V functional and the def2-TZVPD basis.

## Properties
LUMO   0.0288 Ha
HOMO level   -9.72 eV
Gap between HOMO and LUMO   10.505 eV
Energy   -8370.9286 eV

Geometry as ORCA input:
```
! RIJCOSX wB97M-V def2-TZVPD def2/J DEFGRID3
* xyz 0 1
C -2.015 0.294 -0.291
C -0.607 -0.226 -0.531
C 0.460 0.383 -0.042
C 1.846 -0.212 -0.223
H -2.349 -0.418 1.502
H -1.912 1.346 0.137
H -2.645 0.312 -1.180
H -0.513 -1.219 -1.017
H 0.395 1.302 0.439
H 2.493 0.379 -0.875
H 1.821 -1.262 -0.591
H 3.391 0.073 1.007
O -2.732 -0.562 0.555
O 2.367 -0.191 1.111
*
```


This record from the OMol25 dataset describes one molecule with the formula C4H8O2. The level of theory is the ωB97M-V functional and the def2-TZVPD basis.

## Properties
LUMO   0.0318 Ha
HOMO level   -9.45 eV
Gap between HOMO and LUMO   10.315 eV
Energy   -8371.7719 eV

Geometry as ORCA input:
```
! RIJCOSX wB97M-V def2-TZVPD def2/J DEFGRID3
* xyz 0 1
C -1.685 0.873 0.185
O -1.350 -0.445 -0.199
C -0.294 -1.043 0.499
C 1.149 -0.741 0.107
O 2.007 -1.426 0.618
C 1.484 0.363 -0.854
H -1.351 1.592 -0.575
H -2.774 0.955 0.282
H -1.228 1.157 1.146
H -0.310 -0.775 1.567
H -0.409 -2.128 0.412
H 2.499 0.709 -0.657
H 0.779 1.196 -0.821
H 1.456 -0.063 -1.862
*
```


This record from the OMol25 dataset describes one molecule with the formula C4H8O2. The level of theory is the ωB97M-V functional and the def2-TZVPD basis.

## Properties
LUMO   0.0352 Ha
HOMO level   -9.76 eV
Gap between HOMO and LUMO   10.716 eV
Energy   -8371.3977 eV

Geometry as ORCA input:
```
! RIJCOSX wB97M-V def2-TZVPD def2/J DEFGRID3
* xyz 0 1
C 2.006 0.316 -0.720
O 1.046 -0.651 -0.383
C 0.204 -0.429 0.728
C -1.230 -0.666 0.256
C -2.025 0.591 -0.018
O -3.211 0.601 -0.239
H 1.925 0.517 -1.795
H 3.019 -0.050 -0.510
H 1.853 1.259 -0.178
H 0.330 0.595 1.120
H 0.468 -1.117 1.543
H -1.817 -1.315 0.913
H -1.128 -1.192 -0.700
H -1.440 1.541 -0.018
*
```


This record from the OMol25 dataset describes one molecule with the formula C4H8O2 in a non-equilibrium geometry. The level of theory is the ωB97M-V functional and the def2-TZVPD basis.

## Properties
LUMO   0.0390 Ha
HOMO level   -10.31 eV
Gap between HOMO and LUMO   11.373 eV
Energy   -8370.3119 eV

Geometry as ORCA input:
```
! RIJCOSX wB97M-V def2-TZVPD def2/J DEFGRID3
* xyz 0 1
C 1.609 -0.604 0.748
C 0.442 0.405 0.510
O 0.954 1.607 -0.049
C -0.563 -0.234 -0.475
C -2.109 -0.234 -0.527
O -1.568 0.753 -1.291
H 1.796 -1.316 -0.072
H 2.515 -0.002 0.850
H 1.468 -1.197 1.660
H 0.041 0.671 1.497
H 0.605 1.696 -0.945
H 0.066 -0.638 -1.275
H -2.623 0.119 0.379
H -2.659 -1.039 -1.039
*
```


This record from the OMol25 dataset describes one molecule with the formula C4H8O2. The level of theory is the ωB97M-V functional and the def2-TZVPD basis.

## Properties
LUMO   0.0334 Ha
HOMO level   -9.99 eV
Gap between HOMO and LUMO   10.901 eV
Energy   -8371.8628 eV

Geometry as ORCA input:
```
! RIJCOSX wB97M-V def2-TZVPD def2/J DEFGRID3
* xyz 0 1
C -1.232 -1.020 0.087
C -0.207 0.019 0.541
C 1.267 -0.317 0.162
O 1.896 0.781 -0.475
C -0.464 1.335 -0.174
O -0.663 1.381 -1.369
H -2.245 -0.709 0.367
H -1.054 -2.001 0.537
H -1.202 -1.116 -1.001
H -0.290 0.168 1.624
H 1.862 -0.517 1.056
H 1.309 -1.210 -0.477
H 1.406 0.942 -1.295
H -0.383 2.264 0.418
*
```


This record from the OMol25 dataset describes a 2-piece molecular cluster, C4H8O2 overall in a non-equilibrium geometry. The level of theory is the ωB97M-V functional and the def2-TZVPD basis.

## Properties
LUMO   0.0322 Ha
HOMO level   -9.15 eV
Gap between HOMO and LUMO   10.028 eV
Energy   -8369.4226 eV

Geometry as ORCA input:
```
! RIJCOSX wB97M-V def2-TZVPD def2/J DEFGRID3
* xyz 0 1
C 1.253 -0.576 -0.083
C -0.201 -0.051 0.103
C -1.287 -0.904 -0.357
C -0.405 1.398 0.336
O 0.603 -0.637 1.082
O 2.338 0.142 -0.257
H 1.454 -1.929 -0.695
H -1.688 -1.495 0.425
H -0.922 -1.635 -1.024
H -2.103 -0.309 -0.898
H -1.254 1.708 0.856
H -0.550 1.752 -0.750
H 0.460 1.799 0.733
H 2.300 0.738 0.530
*
```


This record from the OMol25 dataset describes a 2-piece molecular cluster, C4H8O2 overall in a non-equilibrium geometry. The level of theory is the ωB97M-V functional and the def2-TZVPD basis.

## Properties
LUMO   0.0322 Ha
HOMO level   -10.14 eV
Gap between HOMO and LUMO   11.013 eV
Energy   -8369.3677 eV

Geometry as ORCA input:
```
! RIJCOSX wB97M-V def2-TZVPD def2/J DEFGRID3
* xyz 0 1
O -1.319 -0.871 1.721
C -0.851 0.229 1.534
C 0.568 0.471 1.241
C -0.539 -0.387 -1.045
C 0.719 -0.281 -1.791
O -0.235 -1.277 -2.097
H -0.679 -0.906 -0.105
H -1.411 1.168 1.689
H 0.532 0.591 2.383
H 0.869 1.373 0.688
H 1.170 -0.395 0.958
H -1.288 0.391 -1.233
H 1.681 -0.608 -1.391
H 0.784 0.501 -2.551
*
```


This record from the OMol25 dataset describes one molecule with the formula C4H8O2. The level of theory is the ωB97M-V functional and the def2-TZVPD basis.

## Properties
LUMO   0.0283 Ha
HOMO level   -9.04 eV
Gap between HOMO and LUMO   9.814 eV
Energy   -8371.1994 eV

Geometry as ORCA input:
```
! RIJCOSX wB97M-V def2-TZVPD def2/J DEFGRID3
* xyz 0 1
C -1.037 0.234 -0.908
C -0.160 0.482 0.284
O -0.089 1.774 0.827
C 0.001 -0.586 1.307
C 1.051 -0.444 0.233
O 1.089 -1.473 -0.731
H -2.107 0.191 -0.713
H -0.706 -0.725 -1.307
H -0.821 0.983 -1.678
H -0.274 2.438 0.151
H 0.294 -0.251 2.301
H -0.701 -1.412 1.286
H 2.030 -0.077 0.521
H 1.429 -1.136 -1.574
*
```


This record from the OMol25 dataset describes one molecule with the formula C4H8O2 in a non-equilibrium geometry. The level of theory is the ωB97M-V functional and the def2-TZVPD basis.

## Properties
LUMO   0.0301 Ha
HOMO level   -9.20 eV
Gap between HOMO and LUMO   10.022 eV
Energy   -8368.0281 eV

Geometry as ORCA input:
```
! RIJCOSX wB97M-V def2-TZVPD def2/J DEFGRID3
* xyz 0 1
C -2.071 -0.635 -0.425
C -0.727 -0.478 -1.109
O 0.323 0.014 -0.305
C 2.221 1.158 0.694
C 1.586 0.264 1.448
O 1.001 -0.807 0.814
H -2.361 0.295 0.077
H -2.031 -1.438 0.313
H -2.844 -0.874 -1.165
H -0.435 -1.361 -1.686
H -0.783 0.361 -1.826
H 2.385 2.175 1.018
H 2.439 0.902 -0.337
H 1.297 0.424 2.488
*
```


This record from the OMol25 dataset describes one molecule with the formula C4H8O2 in a non-equilibrium geometry. The level of theory is the ωB97M-V functional and the def2-TZVPD basis.

## Properties
LUMO   0.0406 Ha
HOMO level   -9.52 eV
Gap between HOMO and LUMO   10.619 eV
Energy   -8370.3722 eV

Geometry as ORCA input:
```
! RIJCOSX wB97M-V def2-TZVPD def2/J DEFGRID3
* xyz 0 1
C -0.805 -1.103 -0.117
C -1.504 0.192 -0.017
O -0.338 1.093 -0.808
C 0.823 1.089 0.024
C 1.336 -0.335 0.257
O 0.316 -1.206 0.729
H -1.404 -2.019 -0.111
H -0.464 -0.749 -1.159
H -2.424 0.239 -0.618
H -1.590 0.679 0.948
H 0.570 1.558 0.985
H 1.630 1.691 -0.430
H 2.131 -0.343 1.009
H 1.743 -0.724 -0.691
*
```


This record from the OMol25 dataset describes one molecule with the formula C4H8O2. The level of theory is the ωB97M-V functional and the def2-TZVPD basis.

## Properties
LUMO   0.0312 Ha
HOMO level   -10.07 eV
Gap between HOMO and LUMO   10.919 eV
Energy   -8371.4022 eV

Geometry as ORCA input:
```
! RIJCOSX wB97M-V def2-TZVPD def2/J DEFGRID3
* xyz 0 1
O -0.288 1.700 -1.719
C -0.889 0.751 -0.859
C -0.091 0.551 0.407
C -0.352 -0.661 1.266
C 0.923 -0.551 0.483
O 1.086 -1.333 -0.665
H 0.569 1.340 -1.979
H -1.024 -0.217 -1.361
H -1.879 1.150 -0.620
H 0.163 1.478 0.918
H -1.090 -1.368 0.893
H -0.322 -0.559 2.347
H 1.846 -0.354 1.030
H 1.155 -2.253 -0.385
*
```


This record from the OMol25 dataset describes a 2-piece molecular cluster, C4H8O2 overall. The level of theory is the ωB97M-V functional and the def2-TZVPD basis.

## Properties
LUMO   0.0136 Ha
HOMO level   -8.67 eV
Gap between HOMO and LUMO   9.035 eV
Energy   -8371.3028 eV

Geometry as ORCA input:
```
! RIJCOSX wB97M-V def2-TZVPD def2/J DEFGRID3
* xyz 0 1
O 0.006 -1.160 -0.813
C 0.034 0.196 -0.987
C -0.919 0.793 -1.703
C -0.712 -1.169 2.142
O 0.466 -1.370 1.946
C 1.206 0.909 -0.371
H 0.531 -1.387 -0.026
H 2.140 0.577 -0.839
H -1.729 0.217 -2.138
H -0.883 1.860 -1.889
H -1.440 -1.147 1.313
H -1.099 -0.996 3.162
H 1.117 1.990 -0.495
H 1.284 0.687 0.700
*
```


This record from the OMol25 dataset describes one molecule with the formula C4H8O2 in a non-equilibrium geometry. The level of theory is the ωB97M-V functional and the def2-TZVPD basis.

## Properties
LUMO   0.0316 Ha
HOMO level   -8.96 eV
Gap between HOMO and LUMO   9.821 eV
Energy   -8371.4225 eV

Geometry as ORCA input:
```
! RIJCOSX wB97M-V def2-TZVPD def2/J DEFGRID3
* xyz 0 1
C 1.299 -1.082 -0.023
C 0.761 0.300 0.299
O 1.555 1.258 -0.363
C -0.712 0.401 -0.032
O -1.093 1.594 -0.571
C -1.704 -0.457 0.238
H 0.761 -1.849 0.542
H 2.359 -1.133 0.236
H 1.189 -1.277 -1.094
H 0.819 0.463 1.392
H 1.001 2.023 -0.567
H -1.964 1.305 -0.897
H -2.675 -0.027 0.473
H -1.596 -1.520 0.368
*
```


This record from the OMol25 dataset describes a 2-piece molecular cluster, C4H8O2 overall in a non-equilibrium geometry. The level of theory is the ωB97M-V functional and the def2-TZVPD basis.

## Properties
LUMO   0.0370 Ha
HOMO level   -9.38 eV
Gap between HOMO and LUMO   10.391 eV
Energy   -8371.1681 eV

Geometry as ORCA input:
```
! RIJCOSX wB97M-V def2-TZVPD def2/J DEFGRID3
* xyz 0 1
O 0.655 1.907 -1.591
C 0.371 2.154 -0.457
C 1.127 1.535 0.695
H -0.456 2.831 -0.180
H 0.513 0.808 1.229
H 2.037 1.094 0.292
H 1.432 2.298 1.408
C -0.624 -2.478 0.318
C -1.130 -1.329 -0.096
O -0.736 -0.680 -1.243
H -0.995 -2.962 1.220
H 0.165 -2.981 -0.214
H -1.894 -0.794 0.456
H -0.465 -1.404 -1.835
*
```


This record from the OMol25 dataset describes one molecule with the formula C4H8O2. The level of theory is the ωB97M-V functional and the def2-TZVPD basis.

## Properties
LUMO   0.0347 Ha
HOMO level   -10.11 eV
Gap between HOMO and LUMO   11.053 eV
Energy   -8370.8270 eV

Geometry as ORCA input:
```
! RIJCOSX wB97M-V def2-TZVPD def2/J DEFGRID3
* xyz 0 1
C -0.321 -1.560 0.967
C -0.386 -0.052 0.966
O 0.849 0.542 1.359
C 0.393 0.732 0.024
C 0.781 -0.028 -1.236
O 0.917 0.830 -2.341
H 0.708 -1.886 0.781
H -0.982 -2.042 0.239
H -0.598 -1.916 1.961
H -1.319 0.401 1.287
H 0.128 1.774 -0.167
H -0.092 -0.633 -1.489
H 1.616 -0.729 -1.103
H 1.510 1.542 -2.083
*
```


This record from the OMol25 dataset describes a 3-piece molecular cluster, C4H8O2 overall. The level of theory is the ωB97M-V functional and the def2-TZVPD basis.

## Properties
LUMO   0.0277 Ha
HOMO level   -8.83 eV
Gap between HOMO and LUMO   9.583 eV
Energy   -8368.7001 eV

Geometry as ORCA input:
```
! RIJCOSX wB97M-V def2-TZVPD def2/J DEFGRID3
* xyz 0 1
O -1.369 2.000 -0.295
C -0.252 1.223 -0.272
C -0.294 -0.112 -0.689
C 0.893 -1.025 -0.748
C 0.313 -1.313 0.584
O 0.776 -0.819 1.666
H -2.143 1.433 -0.178
H 0.090 1.177 1.268
H 0.640 1.828 -0.418
H -1.248 -0.492 -1.045
H 1.864 -0.533 -0.698
H 0.843 -1.804 -1.508
H -0.513 -2.034 0.632
H 0.400 0.469 1.701
*
```


This record from the OMol25 dataset describes one molecule with the formula C4H8O2 in a non-equilibrium geometry. The level of theory is the ωB97M-V functional and the def2-TZVPD basis.

## Properties
LUMO   0.0378 Ha
HOMO level   -9.63 eV
Gap between HOMO and LUMO   10.658 eV
Energy   -8369.5325 eV

Geometry as ORCA input:
```
! RIJCOSX wB97M-V def2-TZVPD def2/J DEFGRID3
* xyz 0 1
C -1.770 -0.210 0.196
O 0.109 0.752 -0.560
C 0.931 0.890 0.598
C 1.428 -0.554 0.490
C 0.432 -0.631 -0.686
O -0.751 -1.278 -0.440
H -2.473 -0.156 -0.620
H -1.677 0.849 0.572
H -2.019 -0.816 1.043
H 0.370 1.129 1.515
H 1.647 1.677 0.379
H 1.162 -1.219 1.315
H 2.489 -0.651 0.244
H 0.867 -0.826 -1.678
*
```